Entry from the Open Molecules 2025 dataset: the molecule C4H5NO2 at a distorted geometry (ωB97M-V/def2-TZVPD).

Calculated values
ΔE to the lowest compared entry with this formula, charge and spin in kcal per mole: 78.8
DFT total energy in eV: -9810.8963
Gap between HOMO and LUMO in eV: 10.852
HOMO level in eV: -9.86
Maximum force in Eh/bohr: 0.06395

The geometry in ORCA input format:
```
! RIJCOSX wB97M-V def2-TZVPD def2/J DEFGRID3
* xyz 0 1
C -0.467 -2.103 -0.495
O -0.138 -0.838 -1.065
C 0.005 0.153 -0.190
C 0.255 1.503 -0.553
C 0.356 2.111 0.659
O 0.091 1.270 1.653
N -0.152 0.015 1.103
H 0.314 -2.423 0.202
H -1.419 -2.046 0.042
H -0.538 -2.793 -1.336
H 1.174 1.998 -0.943
H 0.519 3.152 0.923
*
```


Entry from the Open Molecules 2025 dataset: a cluster of 4 separate species, C5H14O3 in total at a distorted geometry (ωB97M-V/def2-TZVPD).

Calculated values
ΔE to the lowest compared entry with this formula, charge and spin in kcal per mole: 89.3
DFT total energy in eV: -11550.2505
Gap between HOMO and LUMO in eV: 4.908
HOMO level in eV: -7.72
Maximum force in Eh/bohr: 0.03567

The geometry in ORCA input format:
```
! RIJCOSX wB97M-V def2-TZVPD def2/J DEFGRID3
* xyz 0 1
C 0.540 -0.325 -1.756
C -0.792 -1.020 -1.394
C -2.415 1.405 0.863
O 0.735 1.448 0.992
C -1.793 0.293 0.429
C -1.672 0.012 -0.931
H 1.333 -1.062 -1.828
H 0.459 0.253 -2.676
H 0.808 0.344 -0.947
H -1.191 -1.727 -2.123
H -0.541 -1.608 -0.506
H -2.884 2.091 0.167
H -2.348 1.695 1.906
H 1.020 2.302 1.335
H -1.267 -0.333 1.139
H -2.112 0.742 -1.623
H 1.837 -1.188 0.963
H 3.679 0.094 0.565
O 2.734 -0.022 0.458
H 0.859 -2.364 1.566
H 1.643 0.913 0.830
O 1.019 -1.773 0.828
*
```


Entry from the Open Molecules 2025 dataset: the ion C4H6ClN2O2S with charge +1 at a distorted geometry (ωB97M-V/def2-TZVPD).

Calculated values
ΔE to the lowest compared entry with this formula, charge and spin in kcal per mole: 173.9
DFT total energy in eV: -34662.6603
Gap between HOMO and LUMO (spin up / spin down) in eV: 6.874 / 7.091
HOMO level (spin up / spin down) in eV: -13.67 / -13.74
Maximum force in Eh/bohr: 0.10486

The geometry in ORCA input format:
```
! RIJCOSX wB97M-V def2-TZVPD def2/J DEFGRID3
* xyz 1 1
C 0.921 1.299 -1.101
C 0.549 -0.422 0.522
C -1.532 -0.262 -0.633
C 2.762 0.225 -0.027
N -0.796 -0.649 0.347
N 1.310 0.472 -0.194
O -3.986 -0.496 -1.295
O -3.225 -1.291 0.960
S -3.292 -0.320 -0.082
Cl -3.641 1.472 0.666
H 1.545 1.784 -1.921
H 1.001 -0.962 1.193
H 2.841 0.032 1.007
H 3.157 -0.708 -0.531
H 3.435 1.097 -0.094
H -1.049 -1.270 1.183
*
```